Entry 1:
165
Properties=species:S:1:pos:R:3:mulliken_charge:R:1 method="wB97M-V/def2-TZVPD" charge=0 energy_ha=-2768.56346
C 6.38882 18.28671 -2.17139 -1.229
C 6.34908 16.78988 -1.81405 0.452
C 5.15744 16.05687 -2.42041 -1.228
O 7.55260 16.21995 -2.26937 -0.536
H 7.21884 18.72895 -1.62040 0.326
H 5.55787 18.84751 -1.74345 0.381
H 6.47788 18.60170 -3.21108 0.296
H 6.38993 16.70995 -0.72775 0.243
H 5.29622 16.15193 -3.49735 0.310
H 4.26673 16.59746 -2.10024 0.335
H 5.08434 14.98840 -2.21767 0.327
H 7.46823 15.92093 -3.17770 0.323
C 5.42586 5.53106 -14.91198 -1.242
C 5.47141 4.51163 -16.08850 0.456
C 4.34446 4.83044 -17.10654 -1.171
O 6.67982 4.61096 -16.77115 -0.552
H 5.36831 6.57235 -15.22898 0.311
H 6.20501 5.33955 -14.17418 0.355
H 4.52287 5.34040 -14.33202 0.338
H 5.40138 3.53310 -15.61345 0.235
H 3.54416 4.11657 -16.91156 0.303
H 4.50717 4.56939 -18.15223 0.358
H 4.03166 5.87454 -17.11758 0.289
H 7.37331 4.27842 -16.19662 0.319
C 12.61906 23.87549 -12.37324 -1.206
C 12.03447 25.29959 -12.43826 0.508
C 10.84036 25.63575 -11.47177 -1.120
O 13.07346 26.28048 -12.19247 -0.560
H 12.97726 23.65228 -13.37821 0.300
H 11.99014 23.01309 -12.15223 0.337
H 13.51258 23.83028 -11.75061 0.320
H 11.65125 25.34081 -13.45784 0.178
H 11.28197 25.63931 -10.47525 0.288
H 10.08815 24.85646 -11.59420 0.314
H 10.35706 26.60804 -11.56766 0.326
H 12.94896 27.04913 -12.75396 0.314
C 1.39118 23.06498 -9.24593 -1.218
C 0.49009 22.44785 -8.12276 0.511
C 1.39768 21.61370 -7.20716 -1.278
O -0.23364 23.38220 -7.37886 -0.540
H 0.98421 23.94192 -9.74938 0.377
H 1.64219 22.33577 -10.01622 0.319
H 2.31828 23.49175 -8.86325 0.321
H -0.23348 21.79348 -8.60890 0.145
H 2.23886 22.10365 -6.71678 0.336
H 1.66355 20.64084 -7.62063 0.351
H 0.89116 21.28359 -6.30022 0.358
H -0.60935 24.08468 -7.91455 0.317
C -1.08007 8.72017 -14.82617 -1.228
C -2.35155 9.30909 -14.25005 0.416
C -2.61377 10.68080 -14.79011 -1.199
O -3.47171 8.46237 -14.54852 -0.568
H -0.87913 7.72379 -14.43252 0.337
H -0.25180 9.31203 -14.43660 0.346
H -1.02897 8.72838 -15.91494 0.326
H -2.33892 9.37423 -13.16206 0.244
H -3.34704 11.27839 -14.24854 0.322
H -2.71723 10.74407 -15.87335 0.347
H -1.69247 11.23889 -14.62323 0.324
H -3.61742 8.41264 -15.49609 0.333
C 1.63935 9.39237 -7.87285 -1.181
C 3.13456 8.91661 -7.95675 0.526
C 3.29348 7.42000 -7.59656 -1.342
O 3.42421 9.16077 -9.31348 -0.567
H 1.59835 10.47651 -7.76774 0.321
H 1.17310 8.91462 -7.01118 0.303
H 1.01563 9.19656 -8.74505 0.326
H 3.76985 9.54947 -7.33708 0.284
H 2.69189 6.76964 -8.23156 0.334
H 2.89696 7.22251 -6.60064 0.354
H 4.31197 7.04126 -7.51104 0.326
H 3.89973 9.98720 -9.42525 0.314
C 9.85694 16.54081 -20.68979 -1.304
C 9.59918 17.01270 -19.33339 0.618
C 9.46747 15.87063 -18.36185 -1.285
O 10.37782 18.09634 -19.04099 -0.591
H 9.12398 15.75973 -20.89177 0.351
H 10.82695 16.04418 -20.71305 0.343
H 10.03568 17.35599 -21.39097 0.324
H 8.64922 17.54408 -19.39093 0.187
H 9.28000 16.33986 -17.39605 0.276
H 10.43433 15.37482 -18.27557 0.354
H 8.68797 15.12205 -18.50366 0.373
H 9.94620 18.88784 -19.37089 0.354
C 11.61511 9.47709 -6.17210 -1.477
C 11.84506 8.03834 -6.37061 0.578
C 13.18973 7.59898 -5.86819 -0.991
O 10.77425 7.45766 -5.58807 -0.568
H 12.41766 10.10861 -6.55317 0.386
H 11.56945 9.71652 -5.10970 0.352
H 10.65049 9.78160 -6.57816 0.333
H 11.76980 7.76433 -7.42292 0.249
H 13.58368 8.33507 -5.16742 0.253
H 13.82837 7.52981 -6.74879 0.306
H 12.94743 6.62026 -5.45408 0.278
H 10.64533 6.50815 -5.64657 0.300
C 15.34014 15.43221 -3.67883 -1.328
C 14.02999 15.21640 -2.98689 0.371
C 14.19726 14.38464 -1.68761 -0.611
O 14.75143 13.14905 -1.99011 -0.314
C 15.30280 12.49356 -0.82900 -0.763
N 13.42410 16.57368 -2.85683 -0.736
H 15.14598 15.91769 -4.63524 0.333
H 15.83510 14.46135 -3.70243 0.344
H 16.00873 16.07232 -3.10321 0.330
H 13.42642 14.53588 -3.58748 0.270
H 13.24106 14.27946 -1.17505 0.304
H 14.90046 14.92525 -1.05409 0.347
H 15.63870 13.07074 0.03246 0.332
H 16.17680 11.89638 -1.08904 0.270
H 14.58999 11.77466 -0.42505 0.284
H 12.53193 16.33487 -2.44806 0.276
H 13.11044 16.76576 -3.79748 0.290
C 1.07543 20.14568 -21.36579 -1.306
C 1.47234 20.15100 -19.88021 0.423
C 1.95502 18.82718 -19.37264 -0.698
O 0.94051 17.83525 -19.49044 -0.358
C 0.13510 17.62367 -18.34351 -0.702
N 2.51117 21.11914 -19.75253 -0.664
H 0.46217 20.98040 -21.70528 0.363
H 0.59070 19.24820 -21.75004 0.303
H 2.00965 20.28524 -21.90971 0.333
H 0.56879 20.49616 -19.37764 0.270
H 2.42198 18.89138 -18.38984 0.377
H 2.70044 18.53903 -20.11386 0.306
H 0.62577 17.83135 -17.39260 0.323
H -0.31008 16.62871 -18.34494 0.249
H -0.74630 18.24001 -18.52065 0.266
H 2.20269 22.04389 -20.01666 0.262
H 3.25278 20.83220 -20.37526 0.261
C 5.03886 14.82556 -12.20526 -1.550
C 6.26521 15.06911 -11.39126 0.769
C 6.03373 15.83074 -10.06744 -0.748
O 7.21511 16.09450 -9.37309 -0.346
C 8.12369 16.84651 -10.06712 -0.767
N 6.72805 13.77106 -11.08098 -0.652
H 4.62488 15.82366 -12.34849 0.366
H 4.25669 14.23246 -11.73139 0.303
H 5.37569 14.27757 -13.08524 0.378
H 6.94211 15.56950 -12.08373 0.211
H 5.41919 15.22616 -9.40042 0.366
H 5.36405 16.66985 -10.25593 0.369
H 8.83726 16.21281 -10.59376 0.270
H 8.73968 17.37864 -9.34222 0.260
H 7.75030 17.59706 -10.76379 0.337
H 7.59238 13.83516 -10.56239 0.223
H 6.89681 13.26534 -11.93880 0.213
C 11.25941 9.07050 -13.99398 -0.492
O 10.61877 10.17464 -14.55711 -0.494
H 11.97895 8.68059 -14.71392 0.229
H 11.73745 9.21775 -13.02553 0.226
H 10.47112 8.34666 -13.78719 0.223
H 10.11234 9.86049 -15.30973 0.308
C -1.75059 14.66618 -9.97455 -0.427
O -2.96841 15.22196 -10.13173 -0.501
H -1.72295 13.61097 -10.24630 0.161
H -1.17548 15.10252 -10.79122 0.171
H -1.41306 14.97243 -8.98441 0.273
H -3.24636 15.56108 -9.27771 0.323
C 5.76243 21.14972 -14.76188 -0.421
O 4.57043 21.92069 -15.09354 -0.515
H 6.13646 21.76098 -13.94055 0.193
H 5.57484 20.22458 -14.21688 0.204
H 6.38946 21.01553 -15.64331 0.240
H 4.28672 21.77623 -15.99922 0.292


Entry 2:
177
Properties=species:S:1:pos:R:3:mulliken_charge:R:1 method="wB97M-V/def2-TZVPD" charge=0 de_lowest_kcal_mol=0.0
C -6.73220 14.64360 -9.60105 -0.714
O -6.77521 13.76603 -10.66733 -0.383
H -7.27844 14.21998 -8.75235 0.277
H -5.71540 14.90014 -9.29762 0.305
H -7.32375 15.56465 -9.75660 0.158
H -6.36230 14.18236 -11.47097 0.462
C -7.89082 17.76872 -11.93284 -0.861
O -7.87169 17.21531 -13.23310 -0.416
H -7.95504 18.86481 -11.97206 0.305
H -8.73545 17.39860 -11.34699 0.312
H -6.93624 17.54730 -11.45976 0.194
H -8.70387 17.40861 -13.70093 0.363
C -11.28482 12.82170 -10.53639 -0.163
O -12.53316 13.40582 -10.25542 -0.599
H -10.63508 13.41004 -11.18818 0.145
H -10.74884 12.69202 -9.59752 0.382
H -11.39977 11.79127 -10.89469 -0.121
H -13.14043 13.11935 -10.95961 0.430
C -7.18414 11.19662 -22.31580 -1.292
C -8.67791 11.52523 -22.30296 0.741
C -8.96004 12.87914 -21.69697 -0.629
O -8.37450 12.99242 -20.41138 -0.358
C -8.67749 14.24177 -19.78240 -0.368
N -9.19416 11.39884 -23.67465 -0.731
H -6.78566 11.27160 -21.30246 0.104
H -6.60678 11.85244 -22.97614 0.380
H -7.01290 10.17819 -22.66562 0.391
H -9.14374 10.69331 -21.76231 0.194
H -10.05326 13.03409 -21.63173 0.119
H -8.58128 13.69273 -22.34495 0.358
H -9.75912 14.39845 -19.71578 -0.052
H -8.26933 15.07114 -20.38828 0.549
H -8.16016 14.25214 -18.82496 -0.156
H -8.71201 12.05107 -24.29065 0.289
H -10.18401 11.61281 -23.75092 0.264
C -3.64836 15.78188 -11.93627 -1.568
C -4.34329 15.54280 -13.27717 0.745
C -3.54584 14.58440 -14.11745 -0.184
O -2.36696 15.24600 -14.55698 -0.411
C -1.44835 14.35613 -15.17121 -0.629
N -5.68857 14.92565 -12.98326 0.049
H -4.10275 16.61079 -11.39534 0.331
H -2.61452 16.08348 -12.14424 0.391
H -3.64507 14.85818 -11.36496 0.249
H -4.48146 16.47700 -13.83025 0.150
H -4.09716 14.23735 -15.01137 -0.015
H -3.30377 13.64341 -13.59332 0.206
H -1.90506 13.87260 -16.04652 0.196
H -1.09031 13.59598 -14.46532 0.295
H -0.60491 14.96572 -15.49238 0.290
H -6.39517 15.66466 -13.07124 -0.132
H -5.98783 14.36133 -13.80406 -0.269
C -4.28797 11.62539 -17.40711 -1.822
C -5.49527 11.40946 -18.31096 0.416
C -5.78172 9.95669 -18.64766 -0.302
O -4.77223 9.43450 -19.46595 -0.469
C -5.04116 8.11325 -19.86386 -0.794
N -6.71728 12.08563 -17.80504 0.804
H -4.40228 11.08227 -16.46055 0.070
H -4.16590 12.68012 -17.16810 0.353
H -3.40917 11.23650 -17.92445 0.519
H -5.23016 11.84939 -19.28432 0.401
H -6.77666 9.84597 -19.10272 0.469
H -5.82233 9.37882 -17.70667 0.051
H -4.86312 7.42139 -19.02458 0.302
H -4.28196 7.84991 -20.60362 0.297
H -6.03553 7.95114 -20.28859 0.296
H -7.29397 12.29492 -18.61988 -0.311
H -7.34078 11.42485 -17.31139 -0.026
C -7.12946 20.45868 -19.82734 -1.519
C -7.26678 20.06887 -18.35627 0.984
C -6.65222 18.70129 -18.16827 -0.629
O -6.85614 18.26269 -16.83794 -0.216
C -6.50299 16.92208 -16.67292 -0.081
N -6.61461 21.04940 -17.48952 -0.623
H -7.55490 21.45814 -19.96261 0.424
H -7.64558 19.76082 -20.48347 0.379
H -6.06993 20.58814 -20.05353 0.355
H -8.31156 20.01265 -18.03596 -0.319
H -5.56366 18.75916 -18.33606 0.373
H -7.11910 17.98080 -18.85415 0.152
H -6.35266 16.70802 -15.61267 -0.079
H -5.51758 16.68308 -17.09826 0.524
H -7.29584 16.28236 -17.07526 -0.196
H -6.70660 21.96286 -17.92313 0.268
H -5.61782 20.85700 -17.43507 0.266
C -11.17330 7.24954 -12.86636 -1.893
C -11.20918 8.76160 -12.92364 1.421
C -12.33622 9.34531 -12.10788 0.076
O -13.56268 8.78160 -12.50790 -0.379
C -14.63932 9.23879 -11.74543 -0.474
N -9.92121 9.27093 -12.44463 -0.680
H -12.10058 6.84762 -13.28900 0.415
H -11.06269 6.86618 -11.85431 0.352
H -10.38932 6.85743 -13.51853 0.441
H -11.39204 9.08189 -13.96723 -0.117
H -12.35922 10.44107 -12.24670 -0.606
H -12.17115 9.16406 -11.03224 0.466
H -15.55638 8.72250 -12.01151 0.307
H -14.81047 10.32607 -11.86212 -0.019
H -14.44424 9.12436 -10.66376 0.333
H -9.17294 8.74094 -12.90071 0.437
H -9.79705 10.23973 -12.73260 0.044
C -10.64712 11.63527 -18.35172 -1.535
C -11.30181 12.87236 -17.77430 1.555
C -12.55318 13.26358 -18.53429 -1.066
O -12.18368 13.63596 -19.85497 -0.122
C -12.90334 14.70150 -20.40029 -0.898
N -11.56776 12.58888 -16.34617 0.180
H -9.71298 11.38692 -17.85449 0.267
H -10.43009 11.63336 -19.42259 0.113
H -11.35264 10.80514 -18.21220 0.519
H -10.65009 13.74911 -17.84347 -0.796
H -12.99980 14.13668 -18.02911 0.345
H -13.31775 12.46991 -18.54118 0.351
H -13.83901 14.39767 -20.87777 0.297
H -12.25888 15.20945 -21.11779 0.267
H -13.13850 15.45079 -19.63030 0.346
H -12.38727 11.96879 -16.37123 0.352
H -11.97027 13.40799 -15.86024 -0.170
C -4.93438 9.01400 -11.01658 -1.744
C -4.59587 10.04158 -12.08690 0.341
C -3.74088 9.51870 -13.19820 -0.259
O -2.44940 9.27331 -12.66479 -0.418
C -1.59040 8.73236 -13.61825 -0.729
N -5.90430 10.50294 -12.68222 -0.091
H -5.34459 8.12434 -11.49964 0.310
H -5.60818 9.35160 -10.23644 0.442
H -3.98376 8.71075 -10.55846 0.418
H -4.11601 10.94144 -11.68431 0.326
H -3.58587 10.31909 -13.94103 0.196
H -4.16734 8.62946 -13.67775 0.331
H -0.73259 8.24678 -13.15746 0.286
H -1.15628 9.52171 -14.26387 0.236
H -2.09395 8.04447 -14.30843 0.301
H -5.74620 11.31895 -13.27605 -0.348
H -6.44080 10.82888 -11.87908 0.225
C -14.06682 13.04120 -13.47333 -0.194
C -13.42677 14.40620 -13.56106 -0.345
O -13.11132 14.67528 -14.94065 -0.472
O -14.36611 12.65842 -12.16290 -0.569
H -13.44433 12.29948 -13.98354 -0.007
H -14.99554 13.00808 -14.05828 0.348
H -12.50129 14.49588 -12.98547 0.093
H -14.09580 15.17776 -13.16684 0.457
H -13.68019 15.37602 -15.26799 0.229
H -15.25469 12.92276 -11.91333 0.266
C -8.32181 8.57711 -15.99970 -0.804
C -7.12800 8.23073 -15.12876 -0.105
O -7.44128 8.45578 -13.76596 -0.578
O -8.41859 9.94903 -16.29622 0.282
H -9.23765 8.23770 -15.51011 0.181
H -8.20769 8.07523 -16.96690 0.411
H -6.26296 8.83370 -15.42788 -0.085
H -6.83428 7.17804 -15.20142 0.452
H -6.94458 9.27419 -13.47519 0.406
H -8.67649 10.50038 -15.51061 0.021
C -10.18726 17.14480 -15.57966 0.479
C -11.11394 17.42684 -16.74633 -0.321
O -10.43538 18.07534 -17.81134 -0.543
O -9.85853 18.30069 -14.81184 -0.644
H -9.30256 16.62169 -15.96062 -0.230
H -10.66263 16.45932 -14.87463 0.352
H -11.92920 18.07636 -16.40860 0.304
H -11.48244 16.47368 -17.12038 -0.043
H -10.07888 18.91688 -17.51247 0.253
H -9.50096 18.96007 -15.42114 0.339
C -8.13644 13.97404 -15.28094 2.003
C -8.73922 13.14837 -14.14700 -0.312
O -9.28577 11.88369 -14.56575 0.499
O -6.74169 13.63211 -15.48060 0.981
H -8.21934 15.03525 -15.02682 -1.318
H -8.68016 13.76127 -16.21146 -0.657
H -9.61053 13.70446 -13.74621 -0.099
H -8.09492 13.02879 -13.27953 -0.064
H -10.10361 12.04964 -15.11212 -0.383
H -6.70323 13.07828 -16.31900 -0.432


Entry 3:
78
Properties=species:S:1:pos:R:3:nbo_charge:R:1 method="wB97M-V/def2-TZVPD" charge=-1 energy_ha=-7472.07034
Sc -0.14315 0.50508 0.55054 1.586
O 0.88659 0.90914 -1.43160 -1.035
S -0.30153 1.59336 -2.10270 1.584
O 0.50251 3.73795 -0.18831 -0.618
O -1.44953 1.27547 -1.14536 -1.043
C -0.74233 0.62083 -3.56196 -0.192
C -0.86881 1.38647 -4.71369 -0.220
C -1.30825 0.79683 -5.88979 -0.210
C -1.62144 -0.55578 -5.90138 -0.204
C -1.48302 -1.31442 -4.74975 -0.190
C -1.04271 -0.74159 -3.56163 -0.339
P -0.69741 -1.71960 -2.03373 0.906
C 0.73607 -2.66528 -2.68369 -0.356
C 1.98719 -2.09310 -2.45377 -0.134
C 3.14114 -2.71245 -2.90915 -0.219
C 3.05603 -3.90936 -3.60544 -0.209
C 1.81249 -4.47121 -3.86439 -0.221
C 0.65832 -3.84966 -3.41200 -0.210
C -2.06526 -2.93929 -2.06938 -0.357
C -3.35460 -2.49288 -2.36754 -0.153
C -4.44949 -3.32766 -2.21728 -0.233
C -4.27433 -4.62636 -1.75513 -0.218
C -3.00101 -5.07437 -1.43860 -0.206
C -1.90690 -4.23569 -1.58914 -0.206
H -0.62979 2.44308 -4.67517 0.223
H -1.40924 1.38691 -6.79162 0.212
H -1.96698 -1.02153 -6.81595 0.211
H -1.71878 -2.37211 -4.77048 0.220
H 2.04662 -1.14994 -1.92463 0.236
H 4.10714 -2.26826 -2.70519 0.219
H 3.95592 -4.40466 -3.94815 0.208
H 1.73968 -5.39897 -4.41874 0.206
H -0.30441 -4.29991 -3.62015 0.215
H -3.49940 -1.47751 -2.71830 0.209
H -5.44190 -2.96504 -2.45500 0.207
H -5.12860 -5.28003 -1.63166 0.207
H -2.85597 -6.07648 -1.05545 0.214
H -0.92093 -4.59137 -1.31386 0.226
Cl 0.35554 0.08289 5.58306 0.007
C -1.15340 0.23496 4.73840 -0.142
C -2.34636 0.21255 5.47646 -0.206
C -3.55416 0.32099 4.85127 -0.087
Cl -5.02085 0.29152 5.79967 -0.031
C -3.62329 0.44791 3.44371 -0.038
C -4.81876 0.53012 2.69593 -0.138
C -4.76111 0.62638 1.33702 -0.269
C -3.50337 0.63969 0.70042 0.090
N -2.38019 0.56248 1.36791 -0.477
C -2.41495 0.47373 2.72557 0.085
C -1.13544 0.37780 3.35912 0.408
O -0.05898 0.40301 2.64184 -0.789
H -2.29799 0.10727 6.55132 0.235
H -5.76780 0.51236 3.21475 0.224
H -5.66128 0.68940 0.74193 0.218
H -3.41424 0.71950 -0.37445 0.231
Cl 3.38403 -0.71388 0.39368 0.028
C 2.24214 -2.00174 0.68284 0.033
C 0.90272 -1.66811 0.79078 -0.516
C 0.07308 -2.74752 1.08010 0.031
Cl -1.63541 -2.41927 1.30969 0.022
C 0.50387 -4.06606 1.19566 -0.130
Cl -0.59988 -5.34398 1.58122 0.021
C 1.85311 -4.35009 1.00400 -0.097
Cl 2.42108 -5.97975 1.08709 0.028
C 2.73342 -3.30475 0.75179 -0.125
Cl 4.41290 -3.64635 0.50622 0.026
F 5.29211 4.77431 -2.65928 -0.299
C 4.13757 4.50188 -2.03325 0.240
C 4.05914 3.46161 -1.12877 0.268
F 5.14187 2.71523 -0.88852 -0.294
C 2.86910 3.17101 -0.47986 0.326
F 2.86374 2.13030 0.34700 -0.283
C 1.71643 3.93020 -0.70633 0.208
S 0.25629 2.83551 1.28642 -0.075
C 1.82491 4.97845 -1.62978 0.286
F 0.75301 5.73383 -1.89686 -0.296
C 3.00676 5.25855 -2.28650 0.262
F 3.06415 6.27040 -3.16248 -0.299


We obtain maximum force values of 0.0750; 0.0391; 0.0125 hartree/bohr for the records listed above, in that order.